(1)
ORCA calculation (ωB97M-V/def2-TZVPD) on a single C2H5BO2 molecule.

```
! wB97M-V def2-TZVPD RIJCOSX def2/J DEFGRID3
* xyz 0 1
C 1.772 0.036 0.017
C 0.726 -0.747 -0.055
B -0.760 -0.085 0.060
O -1.832 -0.855 0.061
O -0.801 1.288 0.001
H 2.679 -0.341 -0.182
H 1.729 1.142 0.045
H 0.934 -1.831 -0.086
H -2.780 -0.430 -0.025
H -1.667 1.824 0.165
*
```

* frontier orbital gap: 10.2 eV
* total energy: -6927.9294 eV
* LUMO level: 0.009 Ha
* energy relative to the best compared isomer or geometry (same formula, charge and spin): 11.1 kcal/mol

(2)
ORCA calculation (ωB97M-V/def2-TZVPD) on a single C22H27F2NO molecule.

```
! wB97M-V def2-TZVPD RIJCOSX def2/J DEFGRID3
* xyz 0 1
O -2.330 -1.530 -2.149
C -1.481 -2.247 -1.298
C -1.472 -1.782 0.172
C -0.483 -2.671 0.969
C 0.949 -2.548 0.538
C 1.489 -3.355 -0.459
C 2.801 -3.222 -0.875
C 3.598 -2.267 -0.271
F 4.876 -2.123 -0.669
C 3.121 -1.461 0.745
C 1.803 -1.621 1.127
F 1.348 -0.846 2.134
C -2.855 -1.912 0.831
C -3.855 -0.885 0.304
C -3.263 0.522 0.364
N -2.016 0.549 -0.379
C -1.517 1.874 -0.692
C -1.194 2.782 0.506
C -0.134 3.831 0.143
C 1.204 3.177 -0.058
C 1.701 2.922 -1.330
C 2.906 2.261 -1.499
C 3.637 1.854 -0.397
C 3.157 2.116 0.876
C 1.948 2.766 1.042
C -1.031 -0.313 0.253
H -2.252 -0.592 -1.893
H -0.448 -2.188 -1.680
H -1.805 -3.292 -1.352
H -0.801 -3.710 0.866
H -0.554 -2.395 2.024
H 0.865 -4.109 -0.915
H 3.209 -3.848 -1.652
H 3.751 -0.732 1.226
H -3.244 -2.919 0.672
H -2.737 -1.764 1.909
H -4.115 -1.123 -0.727
H -4.766 -0.921 0.905
H -3.953 1.236 -0.093
H -3.112 0.813 1.418
H -2.261 2.362 -1.331
H -0.608 1.732 -1.283
H -2.103 3.281 0.851
H -0.810 2.176 1.328
H -0.440 4.358 -0.763
H -0.065 4.558 0.955
H 1.145 3.250 -2.197
H 3.277 2.066 -2.495
H 4.578 1.342 -0.531
H 3.726 1.818 1.745
H 1.578 2.962 2.038
H -0.077 -0.182 -0.268
H -0.880 -0.050 1.312
*
```

* frontier orbital gap: 9.4 eV
* total energy: -32225.3096 eV
* LUMO level: 0.029 Ha
* energy relative to the best compared isomer or geometry (same formula, charge and spin): 0.0 kcal/mol

(3)
ORCA calculation (ωB97M-V/def2-TZVPD) on CH3N3Si as an isolated structure.

```
! wB97M-V def2-TZVPD RIJCOSX def2/J DEFGRID3
* xyz 0 1
C 2.196 -0.457 -0.483
N 1.178 0.079 -0.131
N 0.427 0.836 0.358
N -2.417 0.844 0.695
Si -1.212 -0.066 0.093
H 2.553 -1.281 -1.206
H -1.213 -1.129 -0.780
H -1.512 1.174 1.453
*
```

* frontier orbital gap: 8.7 eV
* total energy: -13427.8897 eV
* LUMO level: -0.009 Ha
* energy relative to the best compared isomer or geometry (same formula, charge and spin): 56.3 kcal/mol

(4)
ORCA calculation (ωB97M-V/def2-TZVPD) on CH3Br2N as an isolated structure.

```
! wB97M-V def2-TZVPD RIJCOSX def2/J DEFGRID3
* xyz 0 3
C 0.277 -0.986 -0.714
N 2.349 -0.508 1.728
Br 3.616 0.731 1.908
Br 2.722 -2.008 0.805
H 0.794 -0.293 -0.101
H 0.845 -1.847 -0.869
H -0.634 -0.757 -1.231
*
```

* frontier orbital gap (alpha / beta): 8.5 / 8.5 eV
* total energy: -142655.2156 eV
* LUMO level (alpha / beta): -0.011 / -0.058 Ha
* energy relative to the best compared isomer or geometry (same formula, charge and spin): 13.3 kcal/mol

(5)
ORCA calculation (ωB97M-V/def2-TZVPD) on a single C15H23N5O4 molecule.

```
! wB97M-V def2-TZVPD RIJCOSX def2/J DEFGRID3
* xyz 0 1
H 5.838 0.401 3.563
N 5.168 0.293 2.840
C 4.274 -0.580 3.183
N 3.973 -1.205 4.291
N 3.399 -0.904 2.090
C 2.266 -1.634 2.208
C 1.976 -2.163 0.807
C 0.739 -3.050 0.683
C -0.638 -2.417 0.325
N -1.040 -1.373 1.289
C -1.359 -0.074 0.995
O -1.664 0.727 1.859
C -1.346 0.288 -0.524
N -2.086 -0.730 -1.140
C -1.938 1.627 -0.608
C -1.780 2.460 -1.780
C -1.713 2.040 -3.070
C -1.343 2.840 -4.121
C -1.239 4.244 -3.863
O -0.747 5.058 -4.868
C -1.684 4.773 -2.638
C -1.708 3.833 -1.559
C -1.773 -3.453 0.164
O -1.578 -4.594 0.016
O -2.940 -2.746 0.205
H 3.059 -0.989 4.719
H 4.728 -0.844 4.946
H 3.583 -0.367 1.208
H 1.401 -1.022 2.465
H 2.504 -2.430 2.899
H 2.856 -2.673 0.295
H 1.629 -1.313 0.208
H 0.970 -3.824 -0.087
H 0.549 -3.534 1.643
H -0.564 -2.120 -0.685
H -1.044 -1.612 2.231
H -0.389 0.179 -0.893
H -2.202 -0.550 -2.205
H -3.044 -0.649 -0.827
H -1.652 2.400 0.236
H -2.959 1.406 -0.399
H -2.070 1.066 -3.362
H -1.056 2.365 -5.061
H -0.131 4.425 -5.287
H -1.933 5.833 -2.416
H -1.612 3.942 -0.488
H -3.679 -3.351 0.515
*
```

* frontier orbital gap: 8.8 eV
* total energy: -31566.0566 eV
* LUMO level: 0.016 Ha
* energy relative to the best compared isomer or geometry (same formula, charge and spin): 106.1 kcal/mol

(6)
ORCA calculation (ωB97M-V/def2-TZVPD) on a single C4H4ClP molecule.

```
! wB97M-V def2-TZVPD RIJCOSX def2/J DEFGRID3
* xyz 0 1
C 0.792 -0.629 -0.124
C -0.664 -0.643 -0.017
C 1.578 0.511 0.107
C -1.544 0.369 0.023
P 1.248 2.164 -0.069
Cl -3.240 0.145 0.033
H 1.117 -1.656 -0.162
H -0.909 -1.707 -0.162
H 2.674 0.138 0.305
H -1.053 1.308 0.067
*
```

* frontier orbital gap (alpha / beta): 6.6 / 6.6 eV
* total energy: -26020.0012 eV
* LUMO level (alpha / beta): -0.043 / -0.062 Ha
* energy relative to the best compared isomer or geometry (same formula, charge and spin): 51.8 kcal/mol